Entry 1:
C31H32BrF4GeO5PPdSe | ωB97M-V with the def2-TZVPD basis set

Cartesian coordinates (Å):
Pd  -1.00  0.28  1.56
O  0.42  -0.27  -2.23
C  -0.45  -0.20  -1.39
O  -0.25  0.50  -0.28
C  -1.78  -0.91  -1.62
C  -3.02  -0.07  -1.26
C  -4.26  -0.65  -1.95
C  -4.52  -1.91  -1.09
C  -3.39  -1.81  -0.06
O  -3.24  -0.39  0.12
C  -2.05  -2.17  -0.71
C  -0.97  -2.31  0.31
O  -1.09  -2.10  1.51
O  0.20  -2.67  -0.25
H  -1.77  -1.21  -2.66
H  -2.88  1.00  -1.38
H  -4.07  -0.87  -3.00
H  -5.09  0.05  -1.89
H  -4.48  -2.84  -1.66
H  -5.48  -1.86  -0.59
H  -3.58  -2.28  0.90
H  -2.08  -3.08  -1.31
F  -1.57  3.59  7.60
C  -1.49  3.34  6.32
C  -1.40  4.38  5.40
F  -1.41  5.63  5.82
C  -1.31  4.10  4.05
F  -1.26  5.12  3.20
C  -1.29  2.79  3.57
P  -1.19  2.47  1.78
C  -2.73  3.02  1.09
C  -3.90  2.96  1.86
C  -5.11  3.32  1.29
C  -5.16  3.72  -0.04
C  -4.01  3.77  -0.81
C  -2.79  3.41  -0.25
C  0.20  3.38  1.12
C  0.06  4.66  0.60
C  1.18  5.34  0.15
C  2.43  4.75  0.22
C  2.57  3.47  0.74
C  1.46  2.78  1.19
C  -1.40  1.78  4.51
Br  -1.46  -0.03  3.96
C  -1.50  2.03  5.86
F  -1.60  1.03  6.73
H  -3.86  2.66  2.89
H  -6.01  3.28  1.88
H  -6.11  4.01  -0.48
H  -4.05  4.09  -1.84
H  -1.89  3.44  -0.85
H  -0.91  5.14  0.58
H  1.07  6.34  -0.25
H  3.30  5.29  -0.14
H  3.55  3.02  0.80
H  1.57  1.78  1.58
C  3.63  -4.14  3.51
Ge  4.19  -4.38  1.67
C  4.75  -6.17  1.20
C  5.46  -3.00  1.11
C  2.47  -4.16  0.57
Se  1.73  -2.44  0.71
C  2.64  -1.55  -0.72
H  4.50  -4.26  4.17
H  2.89  -4.88  3.80
H  3.23  -3.14  3.68
H  5.68  -6.40  1.71
H  4.92  -6.25  0.12
H  4.00  -6.90  1.49
H  6.40  -3.17  1.63
H  5.12  -2.00  1.36
H  5.66  -3.06  0.04
H  1.75  -4.85  1.01
H  2.62  -4.39  -0.48
H  3.70  -1.59  -0.48
H  2.27  -0.52  -0.76
H  2.40  -2.06  -1.64

Molar mass   929.45 g/mol
Energy   -9497.2045 Ha
HOMO energy   -0.5283 hartree
Charge   +2
Orbital gap   7.7 eV
F_max   0.015 hartree/bohr

Partial charges, Löwdin, in e:
1. Pd 0.602
2. O 0.095
3. C -0.571
4. O -0.189
5. C -0.072
6. C -0.244
7. C -0.073
8. C -0.072
9. C -0.245
10. O -0.092
11. C -0.077
12. C -0.500
13. O -0.014
14. O -0.225
15. H 0.163
16. H 0.142
17. H 0.126
18. H 0.122
19. H 0.126
20. H 0.125
21. H 0.165
22. H 0.177
23. F 0.189
24. C -0.114
25. C -0.117
26. F 0.181
27. C -0.190
28. F 0.138
29. C -0.285
30. P 1.029
31. C -0.339
32. C -0.062
33. C -0.042
34. C -0.036
35. C -0.048
36. C -0.098
37. C -0.347
38. C -0.077
39. C -0.039
40. C -0.038
41. C -0.054
42. C -0.093
43. C -0.530
44. Br 1.020
45. C -0.245
46. F 0.119
47. H 0.113
48. H 0.120
49. H 0.121
50. H 0.121
51. H 0.116
52. H 0.110
53. H 0.121
54. H 0.120
55. H 0.113
56. H 0.090
57. C -0.208
58. Ge 0.793
59. C -0.197
60. C -0.217
61. C -0.444
62. Se 1.364
63. C -0.194
64. H 0.037
65. H 0.033
66. H 0.018
67. H 0.038
68. H 0.035
69. H 0.035
70. H 0.038
71. H 0.020
72. H 0.034
73. H 0.054
74. H 0.057
75. H 0.043
76. H 0.043
77. H 0.078

Entry 2:
C31H32GeN8O4Pd | ωB97M-V with the def2-TZVPD basis set

Cartesian coordinates (Å):
Pd  -0.91  0.25  1.05
C  -1.53  -4.00  -2.00
N  -1.78  -3.05  -0.92
C  -1.86  -1.73  -0.92
N  -2.10  -1.31  0.32
C  -2.18  -2.45  1.04
N  -2.00  -3.54  0.33
C  -0.78  -3.43  -3.18
C  -1.14  -3.90  -4.44
C  -0.43  -3.54  -5.57
C  0.64  -2.67  -5.46
C  0.99  -2.16  -4.21
C  0.30  -2.55  -3.07
C  2.08  -1.17  -4.19
N  2.82  -0.85  -5.19
N  3.61  0.20  -4.78
C  3.29  0.45  -3.56
O  2.33  -0.40  -3.10
C  3.75  1.57  -2.75
C  4.25  2.69  -3.41
C  4.58  3.83  -2.69
C  4.38  3.86  -1.31
C  3.91  2.74  -0.64
C  3.68  2.78  0.85
N  2.26  2.73  1.18
C  1.29  2.09  0.54
N  0.21  2.01  1.30
C  0.59  2.66  2.44
N  1.81  3.12  2.40
C  3.62  1.58  -1.36
H  -2.49  -4.41  -2.33
H  -0.97  -4.81  -1.54
H  -1.73  -1.10  -1.78
H  -2.39  -2.46  2.10
H  -1.99  -4.57  -4.53
H  -0.71  -3.92  -6.54
H  1.20  -2.35  -6.33
H  0.59  -2.17  -2.10
H  4.35  2.67  -4.48
H  4.96  4.70  -3.20
H  4.61  4.76  -0.76
H  4.09  3.68  1.30
H  4.15  1.92  1.33
H  1.38  1.73  -0.47
H  -0.07  2.80  3.28
H  3.28  0.69  -0.85
C  1.59  -0.14  3.66
Ge  1.60  -1.43  2.19
C  0.67  -3.02  2.86
C  3.48  -1.89  1.82
C  0.71  -0.83  0.54
H  1.88  -0.68  4.56
H  0.60  0.29  3.83
H  2.30  0.67  3.52
H  1.26  -3.49  3.64
H  0.49  -3.76  2.07
H  -0.29  -2.74  3.29
H  3.96  -2.24  2.73
H  4.03  -1.01  1.48
H  3.57  -2.66  1.06
H  0.41  -1.75  0.02
H  1.39  -0.31  -0.14
O  -5.11  0.04  3.71
C  -5.48  1.27  3.27
C  -6.67  1.84  3.70
C  -7.08  3.08  3.24
C  -6.29  3.76  2.32
C  -5.11  3.19  1.89
C  -4.67  1.95  2.36
C  -3.34  1.44  1.86
O  -2.96  1.81  0.72
O  -2.66  0.70  2.62
H  -5.80  -0.28  4.31
H  -7.29  1.29  4.41
H  -8.01  3.50  3.59
H  -6.60  4.73  1.94
H  -4.49  3.68  1.16

Molar mass   759.68 g/mol
Energy   -4144.3048 Ha
HOMO energy   -0.2846 hartree
Orbital gap   7.3 eV
F_max   0.026 hartree/bohr

Partial charges, Löwdin, in e:
1. Pd 0.860
2. C -0.066
3. N -0.106
4. C -0.134
5. N -0.014
6. C -0.186
7. N 0.135
8. C -0.192
9. C -0.032
10. C -0.052
11. C -0.015
12. C -0.125
13. C 0.033
14. C -0.281
15. N 0.119
16. N 0.123
17. C -0.284
18. O 0.142
19. C -0.127
20. C -0.008
21. C -0.050
22. C -0.020
23. C -0.198
24. C -0.058
25. N -0.088
26. C -0.150
27. N 0.004
28. C -0.184
29. N 0.124
30. C 0.009
31. H 0.129
32. H 0.138
33. H 0.149
34. H 0.123
35. H 0.116
36. H 0.111
37. H 0.115
38. H 0.103
39. H 0.118
40. H 0.111
41. H 0.118
42. H 0.128
43. H 0.131
44. H 0.119
45. H 0.129
46. H 0.113
47. C -0.225
48. Ge 0.742
49. C -0.225
50. C -0.222
51. C -0.379
52. H 0.022
53. H 0.009
54. H 0.003
55. H 0.019
56. H 0.010
57. H 0.010
58. H 0.017
59. H -0.002
60. H 0.015
61. H -0.030
62. H -0.042
63. O 0.058
64. C -0.260
65. C -0.037
66. C -0.098
67. C -0.097
68. C -0.028
69. C -0.072
70. C -0.662
71. O -0.071
72. O -0.097
73. H 0.100
74. H 0.108
75. H 0.099
76. H 0.095
77. H 0.113

Entry 3:
C31H32IN5Na | ωB97M-V with the def2-TZVPD basis set

Cartesian coordinates (Å):
Na  -0.06  0.09  -0.50
C  0.07  3.32  -1.02
N  0.87  2.19  -1.47
C  0.79  2.03  -2.91
C  2.21  2.33  -0.96
C  3.11  3.24  -1.47
C  4.34  3.46  -0.87
C  4.64  2.78  0.30
C  3.77  1.85  0.81
C  2.54  1.56  0.18
N  1.62  0.70  0.66
C  1.97  -0.43  1.31
C  3.21  -1.09  1.16
C  3.48  -2.27  1.81
C  2.53  -2.87  2.61
C  1.28  -2.28  2.73
C  0.99  -1.09  2.09
N  -0.31  -0.48  2.18
C  -1.40  -1.37  1.85
C  -0.49  0.12  3.48
H  0.38  4.26  -1.51
H  0.22  3.43  0.05
H  -0.98  3.15  -1.21
H  1.09  2.93  -3.46
H  -0.24  1.78  -3.18
H  1.43  1.20  -3.20
H  2.87  3.80  -2.37
H  5.04  4.17  -1.29
H  5.58  2.97  0.81
H  4.00  1.35  1.74
H  3.93  -0.67  0.48
H  4.45  -2.74  1.67
H  2.75  -3.80  3.12
H  0.52  -2.76  3.33
H  -1.64  -2.11  2.64
H  -1.14  -1.93  0.95
H  -2.29  -0.78  1.66
H  -0.56  -0.62  4.30
H  -1.41  0.71  3.49
H  0.35  0.78  3.68
I  -2.98  -1.40  -2.19
C  -1.91  -3.03  -1.31
C  -2.62  -4.09  -0.84
C  -1.93  -5.19  -0.32
C  -0.56  -5.19  -0.30
C  0.17  -4.09  -0.79
C  1.58  -4.09  -0.82
C  2.24  -3.03  -1.38
C  1.54  -1.91  -1.85
C  0.16  -1.80  -1.83
C  -0.51  -2.95  -1.31
H  -3.70  -4.09  -0.87
H  -2.49  -6.04  0.04
H  -0.02  -6.04  0.07
H  2.12  -4.94  -0.41
H  3.33  -3.05  -1.44
H  2.13  -1.10  -2.28
N  -3.37  2.25  -2.50
C  -3.88  2.48  -1.26
C  -5.06  3.22  -1.08
C  -5.49  3.48  0.20
C  -4.75  2.99  1.28
C  -3.60  2.27  1.00
N  -3.17  2.02  -0.23
H  -4.03  2.19  -3.26
H  -2.65  1.54  -2.51
H  -5.60  3.59  -1.94
H  -6.39  4.06  0.38
H  -5.07  3.15  2.29
H  -2.98  1.86  1.79

Molar mass   624.53 g/mol
Energy   -1934.2982 Ha
HOMO energy   -0.1206 hartree
Charge   -1
Orbital gap   5.4 eV
F_max   0.018 hartree/bohr

Partial charges, Löwdin, in e:
1. Na 0.263
2. C -0.076
3. N -0.232
4. C -0.086
5. C -0.209
6. C -0.057
7. C -0.135
8. C -0.124
9. C -0.047
10. C -0.247
11. N 0.032
12. C -0.255
13. C -0.054
14. C -0.123
15. C -0.127
16. C -0.048
17. C -0.213
18. N -0.214
19. C -0.082
20. C -0.089
21. H 0.088
22. H 0.096
23. H 0.055
24. H 0.077
25. H 0.075
26. H 0.088
27. H 0.100
28. H 0.080
29. H 0.091
30. H 0.105
31. H 0.108
32. H 0.095
33. H 0.083
34. H 0.105
35. H 0.087
36. H 0.070
37. H 0.079
38. H 0.084
39. H 0.068
40. H 0.091
41. I 0.867
42. C -0.633
43. C -0.184
44. C -0.107
45. C -0.053
46. C -0.186
47. C -0.063
48. C -0.105
49. C -0.162
50. C -0.154
51. C -0.323
52. H 0.078
53. H 0.092
54. H 0.103
55. H 0.103
56. H 0.097
57. H 0.074
58. N 0.118
59. C -0.416
60. C -0.033
61. C -0.093
62. C -0.089
63. C -0.141
64. N 0.113
65. H 0.094
66. H 0.013
67. H 0.102
68. H 0.100
69. H 0.091
70. H 0.095